Entry 1:
{
  "formula": "C31H60AlClF3IMgN3O8PS2Si2",
  "method": "wB97M-V/def2-TZVPD",
  "elements": ["H", "O", "H", "H", "H", "H", "H", "H", "C", "O", "H", "C", "H", "C", "C", "N", "P", "H", "H", "H", "C", "H", "H", "H", "H", "C", "H", "Si", "I", "Cl", "H", "C", "H", "H", "C", "C", "H", "H", "N", "Al", "C", "S", "O", "H", "H", "H", "Mg", "C", "F", "H", "H", "C", "C", "C", "H", "H", "H", "H", "N", "O", "C", "H", "H", "F", "C", "C", "H", "H", "H", "H", "O", "H", "F", "C", "C", "H", "C", "H", "H", "C", "C", "H", "H", "C", "Si", "O", "O", "H", "C", "H", "C", "C", "H", "H", "H", "H", "O", "H", "H", "C", "H", "C", "H", "C", "H", "C", "H", "H", "S", "H", "H", "C", "H", "H"],
  "positions_angstrom": [[1.746, 2.917, 1.227], [-3.964, 8.037, -5.173], [2.705, -6.080, -0.969], [-0.269, 3.343, 0.057], [-0.406, -1.937, -1.154], [-1.737, -1.349, 2.106], [-4.518, 4.241, -7.569], [3.303, 1.348, 1.515], [1.110, 4.893, 0.608], [-0.475, 1.504, 2.821], [-1.575, 6.637, 1.672], [2.479, -2.483, 0.536], [3.389, -5.489, 0.550], [1.273, -8.815, -0.086], [-1.770, 0.074, 0.765], [-5.709, 3.163, -8.915], [-1.236, 5.748, 2.765], [5.818, 0.372, 0.167], [1.102, -8.465, -1.105], [4.766, -0.429, 1.290], [-0.816, 4.086, 2.007], [-3.637, 3.176, -8.690], [-0.318, -8.250, 5.265], [0.266, -6.715, 4.596], [6.799, 1.689, 1.938], [0.289, -2.012, -0.336], [3.637, 1.312, -0.211], [1.553, -8.690, 3.767], [-1.818, 2.909, 5.020], [-4.503, 4.258, 0.547], [-2.982, 4.579, -0.512], [2.008, -2.200, 1.806], [3.584, -9.481, 4.924], [-2.380, 5.674, -1.749], [6.863, -0.284, 2.741], [-0.283, 4.293, 0.584], [-6.529, 2.894, -10.815], [1.867, -10.910, 2.662], [-1.519, -1.268, 1.119], [3.315, 3.679, -2.402], [0.697, -1.803, 1.998], [0.214, 6.482, 3.810], [-1.038, 5.218, -0.244], [2.493, 4.226, 2.161], [3.010, -7.963, 5.623], [7.657, -0.530, 2.044], [-2.237, 6.991, -0.208], [3.082, -6.385, 0.008], [-6.932, 7.725, -5.151], [0.359, -9.281, 0.280], [-0.618, -6.694, 1.449], [1.598, -2.399, -0.529], [-2.098, 4.768, -1.166], [-2.831, 1.131, 2.793], [0.381, -1.588, 3.006], [2.669, -2.288, 2.651], [-0.113, 1.393, 3.703], [1.923, -2.612, -1.534], [2.397, -7.787, 2.508], [-4.930, 7.832, -2.946], [3.385, 3.870, 0.295], [5.429, 3.149, 0.301], [2.184, -9.478, 6.001], [-5.974, 6.031, -6.080], [5.213, 0.532, 1.055], [6.091, 0.924, 2.238], [0.475, -5.344, 1.806], [-5.013, 2.023, -10.527], [-3.308, 1.507, 0.708], [-7.757, 3.171, -9.044], [-1.039, 0.700, 0.040], [-3.746, 1.604, 3.131], [-6.822, 5.845, -4.103], [-5.553, 2.953, -10.339], [-6.920, 3.263, -8.330], [5.486, 1.328, 3.046], [4.079, 1.506, 0.771], [-1.736, 4.012, -1.847], [2.066, -9.562, -0.096], [4.502, 2.981, 0.837], [-3.019, 0.688, 1.350], [-2.366, 5.535, 3.562], [0.206, -10.338, 2.435], [-4.528, 3.275, -8.076], [1.762, -7.306, 0.936], [-7.092, 3.441, -7.144], [-1.843, 3.141, 1.986], [-4.995, 3.780, -10.783], [2.693, -8.922, 5.212], [1.122, 5.859, 1.100], [-6.163, 6.660, -4.925], [0.271, -6.161, 1.113], [-4.537, 2.495, -7.314], [3.754, 4.874, 0.069], [4.618, 3.257, 1.879], [-3.806, -0.059, 1.302], [-3.831, 5.921, -3.980], [7.343, -0.095, 3.694], [-0.777, -7.766, 3.625], [-0.170, -1.691, 0.929], [0.074, -5.744, 0.124], [0.027, -7.751, 4.359], [1.349, 5.099, -0.436], [2.148, 3.924, 1.179], [3.503, -2.766, 0.364], [1.036, -10.393, 3.139], [6.233, -1.161, 2.840], [0.025, 3.761, 2.604], [-4.558, 7.163, -4.197], [0.717, -10.965, 4.011], [3.078, 3.397, -0.681], [-1.726, 2.142, 2.924], [3.961, -7.013, -0.145], [-2.659, 0.293, 3.456]],
  "charge": 2
}

Entry 2:
{
  "formula": "C31H61F9NO12P2S",
  "method": "wB97M-V/def2-TZVPD",
  "elements": ["F", "C", "C", "O", "H", "H", "H", "C", "H", "C", "H", "C", "H", "H", "H", "C", "H", "C", "H", "C", "O", "H", "H", "H", "H", "H", "O", "H", "O", "C", "H", "H", "C", "H", "H", "N", "H", "C", "C", "C", "H", "C", "H", "H", "C", "C", "H", "F", "C", "H", "O", "H", "H", "H", "H", "F", "H", "C", "C", "C", "C", "H", "F", "O", "H", "H", "C", "H", "H", "H", "O", "H", "H", "C", "H", "H", "C", "C", "C", "F", "H", "H", "H", "C", "H", "S", "F", "H", "H", "H", "H", "H", "O", "H", "H", "F", "P", "F", "H", "C", "C", "H", "H", "O", "C", "O", "H", "O", "O", "P", "H", "H", "F", "C", "H", "H", "H"],
  "positions_angstrom": [[-1.945, -2.604, 0.068], [7.374, 3.558, -0.400], [-7.328, -3.709, 2.045], [-0.607, 2.659, -5.566], [-7.345, -4.053, 1.008], [-0.647, 2.930, 6.790], [-2.342, 3.027, -7.337], [0.344, -1.617, -0.751], [4.343, 7.420, -6.434], [2.375, 3.022, 0.676], [-11.146, -5.492, 5.495], [-7.716, -2.255, 2.108], [2.823, -0.472, -2.476], [-9.153, -8.447, 3.150], [2.948, 1.000, -1.282], [-6.103, -5.830, -0.706], [6.526, -3.018, 0.323], [1.501, 2.977, 1.901], [-8.046, -4.301, 2.623], [-5.089, -4.748, -0.964], [5.681, -2.144, -2.672], [-6.841, -1.509, 0.303], [6.766, 4.048, -3.801], [-2.995, 2.303, -3.639], [8.046, 4.838, -2.854], [3.372, -2.088, 3.192], [5.396, 3.718, -1.728], [-9.500, -6.901, 2.343], [-6.512, -6.063, 0.430], [0.968, -0.127, -1.189], [-4.825, -4.265, -0.018], [0.806, 3.820, 1.892], [5.413, 7.601, -6.304], [6.497, -3.681, 4.715], [-12.080, -6.202, 4.160], [3.351, -0.906, -0.310], [-5.760, -7.133, -2.368], [1.053, 3.921, 5.949], [5.839, 7.177, -4.923], [3.252, 4.231, 0.493], [5.597, 7.463, -2.822], [-10.107, -6.997, 4.393], [3.982, -1.654, 4.805], [5.641, 8.659, -6.454], [6.611, -2.654, 4.360], [5.193, 7.871, -3.754], [7.563, -2.571, 3.825], [-2.549, -0.735, -2.908], [-2.235, 1.681, -4.119], [3.827, 4.127, -0.433], [2.373, 2.105, -0.144], [3.857, -3.377, 4.316], [4.114, 7.702, -3.771], [-3.240, 1.596, -6.783], [5.342, -0.345, 1.242], [-2.503, -2.787, -4.164], [2.635, 5.131, 0.422], [1.205, 5.092, 6.882], [-1.780, 2.327, -5.400], [-11.089, -5.858, 4.464], [-0.316, 3.309, 5.819], [-6.333, -3.847, 2.476], [0.547, -1.657, 0.748], [-9.508, -7.387, 5.394], [5.961, 7.014, -7.049], [-0.275, 2.474, 5.112], [6.626, 3.735, -1.694], [6.622, -1.959, 5.203], [2.121, 3.003, 2.801], [-2.635, 0.685, -4.328], [-8.705, -1.885, 2.737], [-10.756, -5.040, 3.820], [5.412, 8.942, -3.791], [-6.596, -6.616, -1.891], [7.978, 4.446, -0.196], [0.942, 4.792, 7.900], [5.482, -2.307, 3.426], [-9.887, -7.640, 3.050], [7.439, 3.934, -2.945], [-3.363, -2.760, -1.902], [6.659, 3.425, 0.418], [-7.086, -5.947, -2.603], [-10.825, -8.064, 2.683], [-6.846, -1.273, 1.370], [8.010, 2.671, -0.457], [-1.844, -2.315, -2.647], [-0.468, -1.748, -3.487], [0.408, 0.262, -2.143], [-1.382, 1.581, -3.440], [-5.512, -3.995, -1.635], [-1.021, 4.053, 5.441], [-4.186, -5.181, -1.400], [7.201, -2.664, -0.331], [3.950, 4.314, 1.330], [-7.246, -0.262, 1.504], [-1.838, -0.367, -0.753], [5.004, -0.182, -0.168], [-1.252, -3.912, -2.474], [0.567, 5.916, 6.552], [4.083, -2.362, 3.978], [2.597, -0.136, -1.374], [0.924, 2.046, 1.900], [8.077, 3.063, -3.115], [2.012, 3.481, 5.316], [-1.266, -1.748, -0.975], [6.682, 6.296, -4.757], [2.246, 5.430, 6.875], [7.716, -0.489, -1.806], [5.695, -1.991, 2.257], [6.468, -1.375, -1.297], [0.659, 0.601, -0.298], [-5.829, -1.302, 1.771], [1.156, -2.755, -1.267], [-2.814, 2.553, -6.470], [6.335, -2.175, -3.447], [-3.599, 3.214, -6.094], [-7.323, -7.362, -1.554]],
  "charge": -1
}

Entry 3:
{
  "formula": "C31H62B2BeCl3CsF17NNbO9S",
  "method": "wB97M-V/def2-TZVPD",
  "elements": ["H", "O", "O", "F", "C", "F", "H", "H", "C", "C", "Cl", "O", "F", "H", "H", "H", "H", "C", "F", "H", "C", "H", "H", "C", "C", "C", "Cs", "Nb", "H", "B", "H", "H", "H", "H", "H", "C", "H", "H", "H", "C", "F", "F", "O", "C", "F", "H", "H", "F", "F", "F", "H", "H", "H", "H", "H", "Be", "F", "H", "H", "H", "C", "C", "H", "C", "F", "H", "H", "C", "C", "C", "H", "H", "H", "H", "H", "C", "H", "S", "O", "H", "H", "C", "F", "H", "Cl", "F", "H", "H", "H", "N", "O", "F", "C", "H", "C", "H", "C", "H", "H", "O", "H", "C", "H", "B", "H", "C", "H", "F", "C", "O", "H", "H", "C", "C", "C", "H", "C", "Cl", "O", "C", "H", "F", "H", "C", "H", "H", "H", "H", "H"],
  "positions_angstrom": [[2.211, -4.575, 7.193], [-2.665, 5.414, -2.503], [-1.135, 4.220, 2.082], [5.084, 4.626, -2.823], [-2.768, -0.998, -6.110], [-2.161, 1.327, -1.006], [-0.405, -2.033, 3.236], [-4.461, -2.147, -5.878], [4.886, 1.449, -3.399], [-0.723, -1.407, 4.068], [2.156, 6.642, 0.991], [-1.085, -2.161, 5.239], [-3.355, 0.446, 0.511], [1.119, 3.035, 4.836], [-1.435, -5.369, -3.975], [-1.049, 4.337, -2.434], [0.452, -1.215, -3.610], [-2.050, 1.799, -4.342], [-2.767, 3.157, 0.501], [1.617, 3.627, 1.583], [0.650, -3.608, 8.897], [-0.489, -5.084, -6.365], [0.670, 4.414, 5.809], [0.577, -1.959, -2.891], [3.390, 1.928, -3.363], [-2.599, -0.546, -4.708], [-4.669, -1.887, 1.013], [-0.636, -3.527, -5.359], [-3.279, -3.425, -4.520], [4.722, 3.439, -2.271], [0.225, -3.672, 4.673], [-0.364, 2.885, -3.754], [-0.426, -2.634, -6.928], [2.225, 5.888, 4.563], [-0.554, -1.930, -4.468], [-0.626, -3.487, 5.320], [0.467, 2.294, 1.523], [-2.916, 3.964, -4.252], [1.393, -3.072, 9.473], [-2.949, 4.458, -1.595], [4.749, -3.709, 3.520], [-0.803, 0.293, -2.617], [-0.916, -4.630, -3.700], [0.205, -1.332, -1.638], [4.883, -2.964, 1.392], [-0.592, 2.851, -5.417], [-0.878, 5.712, -3.406], [-3.527, -0.174, -1.662], [1.040, -0.504, -1.341], [-2.666, -1.639, -0.177], [-2.349, 4.610, -0.711], [-2.732, 3.486, -1.919], [2.465, -1.811, -3.634], [-3.644, -2.502, -7.266], [-1.612, -1.508, 7.467], [-5.842, 0.446, -2.600], [4.773, 3.521, -0.912], [0.858, -4.670, 8.908], [3.489, -3.148, 5.459], [2.731, 4.551, 3.554], [1.027, 4.124, 4.824], [-3.493, -2.290, -6.267], [-1.868, -0.986, -6.606], [1.926, -3.791, -3.706], [4.520, -1.503, 3.067], [-2.412, 1.779, -3.369], [-1.431, -4.146, 4.968], [-1.920, 4.179, -4.324], [0.920, 3.033, 2.166], [0.558, -1.654, 7.513], [3.097, 4.525, 5.285], [-0.768, -0.070, 7.988], [-0.048, 5.945, 0.601], [2.055, -3.935, 4.921], [-3.465, -0.137, -4.301], [-0.351, -3.875, 6.761], [1.303, -4.489, -3.242], [-2.297, -0.082, -0.604], [5.282, 0.452, -3.914], [2.470, -2.543, -2.124], [-0.922, -1.415, 9.088], [-0.764, -1.153, 8.044], [0.114, -2.221, -0.729], [-1.816, 4.841, -5.253], [0.395, 7.356, -1.206], [2.881, -2.950, 2.454], [-0.703, 0.238, -4.095], [-0.108, -2.738, -3.018], [-0.066, -4.923, 6.809], [0.718, -3.139, 7.500], [5.614, 2.335, -2.766], [-1.742, -1.346, -2.746], [-1.077, 2.867, -4.505], [2.784, -2.993, 7.698], [2.410, -3.170, 5.601], [2.891, -4.185, -3.605], [-1.512, 0.479, -4.710], [-1.597, -0.824, 3.773], [-1.120, 0.575, -5.661], [0.022, 4.535, 3.921], [0.729, -1.293, 6.510], [-0.174, 3.943, 2.696], [-2.355, -1.336, -4.092], [4.280, -2.770, 2.582], [2.080, -4.300, -5.724], [-1.531, 4.939, -3.140], [-2.836, 1.991, -4.994], [-3.039, 5.850, -5.232], [-2.900, -3.390, -5.487], [3.332, 3.059, -2.717], [2.033, -2.202, 5.283], [-3.204, -4.290, -5.939], [1.969, -2.495, -3.038], [2.350, 4.809, 4.541], [0.810, 6.115, -0.032], [-3.350, -0.275, -6.597], [-1.106, -0.676, -2.012], [1.199, 4.603, -0.832], [2.456, 1.357, -3.844], [2.096, -3.507, 7.032], [-0.341, -3.429, 9.289], [-1.249, 0.045, 0.407], [1.461, 2.491, 2.947], [1.631, -3.575, -5.141], [-1.260, -3.741, 7.337], [0.078, -0.712, 4.322], [1.368, -1.275, 8.133], [2.004, -2.638, -5.406], [-3.945, 4.502, -1.339]],
  "charge": -1
}

Entry 4:
{
  "formula": "C31H62IN3O12S4",
  "method": "wB97M-V/def2-TZVPD",
  "elements": ["H", "C", "C", "C", "H", "O", "C", "C", "H", "C", "H", "H", "O", "H", "H", "H", "S", "H", "N", "H", "O", "C", "H", "H", "H", "H", "H", "C", "C", "H", "H", "H", "H", "C", "H", "C", "H", "C", "C", "O", "C", "H", "O", "H", "H", "N", "H", "O", "S", "N", "H", "H", "H", "H", "O", "H", "C", "H", "C", "C", "S", "C", "C", "S", "C", "H", "H", "H", "C", "H", "H", "H", "H", "C", "H", "H", "C", "O", "C", "H", "C", "H", "H", "I", "C", "C", "H", "H", "H", "H", "O", "H", "H", "C", "H", "H", "H", "H", "O", "H", "C", "H", "H", "H", "H", "O", "H", "O", "H", "H", "C", "H", "C"],
  "positions_angstrom": [[-3.689, 1.640, -1.866], [-3.512, 1.386, 0.829], [-1.898, -2.226, 1.147], [-3.158, 2.697, 0.049], [4.445, -2.351, 0.206], [-2.901, 3.160, -7.168], [0.978, 0.246, -0.560], [-3.114, 2.536, -1.534], [2.214, -9.564, 2.209], [6.841, 2.798, -1.812], [4.526, -0.247, 2.467], [5.339, -1.890, 2.358], [-3.943, -1.209, 3.447], [6.250, 2.195, -2.503], [-4.017, 3.402, 0.220], [-3.131, 4.745, -1.807], [-3.116, 4.359, -6.394], [-4.137, 5.406, -8.945], [-4.737, -2.633, 1.814], [6.495, 3.830, -1.826], [-1.412, -9.402, 1.921], [-2.882, -1.013, 1.127], [3.172, 0.459, -0.977], [4.813, -0.606, 0.139], [-2.305, -4.227, 3.788], [-0.633, 2.067, 5.583], [-0.756, -4.798, 3.113], [0.160, 1.005, 3.798], [1.316, 1.681, 2.984], [-5.191, 4.775, -5.297], [-4.129, 1.690, 1.713], [-2.376, 6.574, -6.725], [-2.078, 2.632, 3.878], [1.845, -8.010, 0.758], [0.778, 1.231, -1.046], [0.486, -8.534, 0.309], [8.318, 0.508, -2.281], [8.332, 2.657, -2.094], [-1.073, 0.786, 0.361], [2.767, -1.182, 0.252], [-1.660, -4.208, 2.867], [0.516, -9.611, 0.136], [-1.144, -6.913, 1.582], [-1.630, -2.103, 3.418], [2.282, 1.139, 3.093], [-0.749, 0.243, 3.297], [-0.694, 1.830, 0.534], [6.832, 3.163, 0.791], [6.634, 2.112, -0.177], [-2.021, 2.304, 2.924], [-3.564, 3.825, -3.327], [1.462, 2.691, 3.447], [0.839, -0.533, -1.359], [1.853, -6.916, 0.727], [-2.645, -0.062, 5.258], [-6.070, 6.041, -7.561], [-5.083, 6.009, -7.097], [8.552, 2.786, -3.154], [-2.287, 0.441, 1.270], [8.719, 1.261, -1.598], [-3.324, 0.225, 3.955], [8.098, 1.080, -0.209], [2.020, -8.488, 2.202], [-0.585, -8.238, 1.707], [-1.954, 0.863, 2.787], [2.865, -8.001, 2.689], [-1.383, 0.634, -0.709], [-2.042, 2.415, -1.811], [-4.176, -1.280, 2.033], [-5.168, 4.775, -1.345], [-2.487, -3.103, 0.762], [-5.391, 3.867, -6.819], [-2.271, 3.256, 0.430], [-3.963, 6.121, -8.136], [-2.236, -4.711, 2.062], [8.891, 3.415, -1.539], [0.174, 1.342, 5.336], [-2.554, 4.528, -5.072], [-4.875, 4.696, -6.336], [-5.015, -0.588, 1.793], [-3.665, 3.846, -2.213], [8.769, 1.424, 0.578], [-5.021, 6.851, -6.402], [0.885, -2.592, 2.546], [0.712, -8.195, 2.943], [-1.321, -2.684, 2.529], [2.646, -8.371, 0.112], [-3.914, 7.118, -8.573], [0.718, -7.200, 3.388], [1.024, 1.846, 1.926], [0.104, -0.028, 0.539], [-3.316, -1.037, 0.087], [-4.196, -3.289, 2.382], [2.492, 0.154, -0.146], [1.157, 1.813, 5.595], [3.604, -1.780, 2.783], [-4.238, 0.829, 0.177], [7.812, 0.045, -0.026], [-5.077, 4.032, -1.945], [-1.366, 2.805, 2.342], [-2.677, 5.769, -7.397], [0.032, 0.424, 5.951], [0.503, -8.941, 3.707], [9.801, 1.130, -1.565], [2.657, 0.834, 0.729], [5.457, 1.271, -0.164], [-1.059, -2.160, 0.411], [-4.357, 1.269, 4.226], [-4.589, -2.879, 0.835], [0.096, -8.024, -0.570], [4.132, -1.356, 0.622], [-1.855, 5.508, -8.061], [4.402, -1.313, 2.166]],
  "charge": 0,
  "smiles": "CCOCCOC[C@@]1(CCCCO)[C@@H](C[C@@H](C)I)[C@@H](N)OS(=O)(=O)[C@@]1(N)N=C(C)C.O=S1(=O)CCCC1.O=S1(=O)CCCC1.O=S1(=O)CCCC1"
}

The evaluated E_HOMO for the records listed, in turn: -10.715 -2.959 -4.732 -7.558 eV.